A.
This record from the Open Molecules 2025 dataset describes a molecular structure, CH4N4. The level of theory is the ωB97M-V functional and the def2-TZVPD basis.

Positions of all 9 atoms, in Å:
1 H -0.846 1.809 0.607
2 H 0.760 -2.103 0.257
3 N 1.029 0.941 -0.024
4 H -1.146 -1.194 0.577
5 N 0.556 -1.131 -0.033
6 N 1.518 -0.213 -0.032
7 H -0.779 1.502 -1.012
8 N -0.760 -0.747 -0.236
9 C -0.332 1.135 -0.105

Results
HOMO level   -8.28 eV
LUMO level   1.13 eV
Total charge   0
Molar mass   72.071 g/mol
Frontier orbital gap   0.346 Ha



B.
This record from the Open Molecules 2025 dataset describes a molecular structure, CH4N4. The level of theory is the ωB97M-V functional and the def2-TZVPD basis.

Positions of all 9 atoms, in Å:
1 H 2.153 0.404 1.244
2 N -1.019 -0.859 -0.579
3 H -1.634 -1.447 0.035
4 H -0.086 1.942 -0.838
5 H 1.290 -1.072 1.374
6 N 1.725 -0.469 0.691
7 N -0.288 0.100 0.132
8 N -1.566 0.343 -1.316
9 C -0.575 1.056 -0.743

Results
HOMO level (spin up / spin down)   -9.60 / -9.50 eV
LUMO level (spin up / spin down)   -0.15 / -0.85 eV
Total charge   0
Molar mass   72.071 g/mol
Frontier orbital gap (spin up / spin down)   0.347 / 0.318 Ha



C.
This record from the Open Molecules 2025 dataset describes a single CH4N4 molecule. The level of theory is the ωB97M-V functional and the def2-TZVPD basis.

Positions of all 9 atoms, in Å:
1 N -0.117 -0.364 -0.247
2 C 0.898 -0.097 -1.056
3 H -1.531 0.849 0.249
4 H 2.348 0.334 0.367
5 N 2.100 0.224 -0.611
6 H 2.861 0.196 -1.268
7 N -2.272 -0.842 1.052
8 N -1.273 -0.142 0.348
9 H -3.014 -0.158 1.167

Results
HOMO level (spin up / spin down)   -7.41 / -7.71 eV
LUMO level (spin up / spin down)   0.41 / 0.20 eV
Total charge   0
Molar mass   72.071 g/mol
Frontier orbital gap (spin up / spin down)   0.287 / 0.291 Ha



Which of them is the most stable? Correct choice: A.



A.
This record from the Open Molecules 2025 dataset describes 3 unconnected molecules or ions with the total composition CH7NO2. The level of theory is the ωB97M-V functional and the def2-TZVPD basis.

Positions of all 11 atoms, in Å:
1 H -4.416 2.484 1.957
2 H 3.421 -0.087 -1.694
3 O -4.533 2.115 2.814
4 N 2.550 -2.017 -1.644
5 H -4.224 2.830 3.393
6 O -0.181 0.117 -0.548
7 H -0.395 0.395 -1.418
8 C 3.166 -1.027 -1.206
9 H 3.430 -0.857 -0.201
10 H 2.336 -2.642 -0.863
11 H 0.711 0.299 -0.557

Results
HOMO level   -10.38 eV
Structure (SMILES)   C=N.O.O
LUMO level   0.80 eV
Total charge   0
Molar mass   65.072 g/mol
Frontier orbital gap   0.411 Ha



B.
This record from the Open Molecules 2025 dataset describes 3 unconnected molecules or ions with the total composition CH7NO2. The level of theory is the ωB97M-V functional and the def2-TZVPD basis.

Positions of all 11 atoms, in Å:
1 H -0.437 -3.604 2.261
2 C -1.077 1.499 -2.526
3 H 1.863 -0.891 1.436
4 H -2.099 1.663 -2.901
5 H -0.443 0.918 -3.209
6 O -0.265 -2.870 1.663
7 H 1.677 0.511 0.753
8 N -0.583 2.033 -1.488
9 O 1.646 0.033 1.587
10 H -0.686 3.047 -1.466
11 H -0.226 -2.070 2.205

Results
HOMO level   -9.12 eV
Structure (SMILES)   C=N.O.O
LUMO level   0.62 eV
Total charge   0
Molar mass   65.072 g/mol
Frontier orbital gap   0.358 Ha



Which of them is the most stable? Correct choice: A.